This record from OMol25 describes one molecule with the formula C6H12O. The level of theory is ωB97M-V/def2-TZVPD.

Each line ends with the Mulliken charge.
Cartesian coordinates (Å):
C (-0.829, 1.238, 2.296)  -1.197
C (0.327, 0.684, 1.465)  -0.250
O (-0.011, -0.540, 0.818)  -0.405
C (0.884, -0.904, -0.200)  -0.137
C (0.429, -1.930, -1.194)  -0.775
C (0.552, -0.491, -1.621)  0.209
C (-0.704, 0.338, -1.732)  -1.210
H (-1.218, 0.504, 3.008)  0.296
H (-1.660, 1.594, 1.676)  0.294
H (-0.465, 2.098, 2.874)  0.371
H (1.188, 0.506, 2.125)  0.387
H (0.627, 1.440, 0.723)  0.294
H (1.927, -0.931, 0.117)  0.373
H (-0.572, -2.345, -1.117)  0.234
H (1.175, -2.635, -1.557)  0.263
H (1.362, -0.259, -2.314)  0.359
H (-0.456, 1.383, -1.936)  0.287
H (-1.407, -0.023, -2.487)  0.356
H (-1.202, 0.293, -0.760)  0.250

## Properties
Strongest force on any atom, eV/Å: 0.34
SMILES string: CCO[C@H]1C[C@H]1C
Highest occupied orbital energy, eV: -9.35
Gap between HOMO and LUMO, hartree: 0.386
Energy relative to the best compared isomer or geometry (same formula, charge and spin), kJ/mol: 152.1
E_LUMO, eV: 1.169
E_tot, eV: -8462.7776

This record from OMol25 describes C5H13N2S as an isolated structure. The level of theory is ωB97M-V/def2-TZVPD.

Each line ends with the Löwdin spin population.
Cartesian coordinates (Å):
C (1.764, -0.232, 1.080)  0.004
C (2.988, 0.615, 0.764)  0.104
S (3.881, 0.010, -0.667)  0.844
C (0.669, -0.123, -0.010)  0.005
N (-2.443, -0.544, -1.365)  0.000
C (-2.928, -1.015, -0.245)  0.000
C (-3.839, -0.159, 0.643)  0.000
N (-3.849, 1.269, 0.313)  0.000
H (1.990, -1.295, 1.093)  0.001
H (1.267, 0.003, 2.032)  0.000
H (3.648, 0.566, 1.638)  0.014
H (2.672, 1.633, 0.495)  0.023
H (-0.170, 0.548, 0.190)  0.000
H (1.138, 0.331, -0.885)  0.005
H (0.350, -1.100, -0.395)  0.000
H (-3.063, -2.101, -0.053)  0.000
H (-1.590, -0.715, -0.569)  0.000
H (-3.584, -0.322, 1.696)  0.000
H (-4.851, -0.549, 0.492)  0.000
H (-3.955, 1.240, -0.711)  0.000
H (-2.882, 1.601, 0.224)  0.000

## Properties
Strongest force on any atom, eV/Å: 3.00
Highest occupied orbital energy (alpha / beta), eV: -8.45 / -8.45
Gap between HOMO and LUMO (alpha / beta), hartree: 0.328 / 0.237
Energy relative to the best compared isomer or geometry (same formula, charge and spin), kJ/mol: 366.6
⟨S²⟩: 0.75
Spin multiplicity: 2
E_LUMO (alpha / beta), eV: 0.481 / -2.010
E_tot, eV: -19205.9194

This record from OMol25 describes one molecule with the formula C7H9N3O. The level of theory is ωB97M-V/def2-TZVPD.

Each line ends with the Mulliken charge.
Cartesian coordinates (Å):
C (1.469, 1.091, 0.805)  -0.532
O (1.523, 1.132, -0.663)  -0.332
N (0.609, 0.299, -1.251)  -0.391
C (0.988, -1.174, -1.248)  -0.318
C (0.228, -2.007, -0.515)  -0.344
C (-1.031, -1.789, 0.207)  -0.093
C (-1.473, -0.377, -0.096)  0.241
N (-2.613, 0.158, 0.219)  -0.757
C (-2.657, 1.432, -0.308)  -0.432
C (-1.476, 1.656, -1.026)  -0.448
N (-0.713, 0.493, -0.833)  0.473
H (2.468, 1.263, 1.045)  0.330
H (1.181, 0.071, 1.010)  0.242
H (0.785, 1.889, 1.243)  0.182
H (1.944, -1.274, -1.742)  0.387
H (0.592, -3.057, -0.650)  0.298
H (-0.793, -1.880, 1.255)  0.254
H (-1.837, -2.616, -0.200)  0.298
H (-3.404, 2.063, -0.017)  0.501
H (-1.128, 2.548, -1.443)  0.444

## Properties
Strongest force on any atom, eV/Å: 4.61
SMILES string: CON1C=CCc2nccn21
Highest occupied orbital energy, eV: -8.55
Gap between HOMO and LUMO, hartree: 0.344
Energy relative to the best compared isomer or geometry (same formula, charge and spin), kJ/mol: 408.4
E_LUMO, eV: 0.818
E_tot, eV: -13918.3517

This record from OMol25 describes a 2-piece molecular cluster, C4H9NO2 overall. The level of theory is ωB97M-V/def2-TZVPD.

Each line ends with the Mulliken charge.
Cartesian coordinates (Å):
C (1.933, -2.207, -0.608)  -0.876
N (1.424, -0.989, 0.006)  -0.314
C (1.800, -0.766, 1.197)  -0.258
C (-0.874, 1.184, 0.753)  -0.258
O (-0.664, 0.770, -0.488)  -0.369
O (-1.985, 1.905, 0.806)  -0.139
C (-2.795, 2.139, -0.365)  -0.592
H (2.506, -2.841, 0.097)  0.305
H (2.575, -1.923, -1.449)  0.271
H (1.083, -2.776, -0.998)  0.276
H (0.137, 0.187, -0.445)  0.675
H (1.416, 0.120, 1.695)  0.277
H (2.483, -1.436, 1.745)  0.229
H (-3.624, 2.757, -0.015)  0.230
H (-3.176, 1.202, -0.789)  0.279
H (-2.238, 2.676, -1.141)  0.264

## Properties
Strongest force on any atom, eV/Å: 0.88
Highest occupied orbital energy, eV: -8.64
Gap between HOMO and LUMO, hartree: 0.356
Energy relative to the best compared isomer or geometry (same formula, charge and spin), kJ/mol: 349.9
E_LUMO, eV: 1.041
E_tot, eV: -9876.4345

This record from OMol25 describes C29H27CoN5O5S6 as an isolated structure. The level of theory is ωB97M-V/def2-TZVPD.

Each line ends with the Löwdin spin population.
Cartesian coordinates (Å):
Co (0.516, 0.398, -0.213)  0.006
O (-3.419, -0.185, 3.253)  0.000
C (-2.335, -0.221, 4.052)  0.000
C (-2.535, -0.356, 5.425)  0.000
C (-1.456, -0.394, 6.289)  0.000
C (-0.156, -0.297, 5.807)  0.000
C (0.047, -0.166, 4.444)  0.003
C (-1.023, -0.133, 3.553)  0.001
C (-0.733, 0.007, 2.104)  0.002
O (0.479, -0.032, 1.711)  0.005
N (-1.757, 0.164, 1.285)  0.001
N (-1.268, 0.280, 0.020)  0.008
C (-2.068, 0.480, -1.016)  0.002
C (-1.350, 0.573, -2.219)  0.001
C (-1.893, 0.761, -3.512)  0.000
C (-1.069, 0.783, -4.597)  0.001
C (0.325, 0.641, -4.414)  0.001
C (0.801, 0.495, -3.138)  0.001
N (0.007, 0.443, -2.057)  0.003
H (-3.086, -0.026, 2.326)  0.000
H (-3.552, -0.421, 5.788)  0.000
H (-1.633, -0.490, 7.354)  0.000
H (0.688, -0.312, 6.482)  0.000
H (1.043, -0.072, 4.029)  0.003
H (-3.142, 0.548, -0.918)  0.000
H (-2.964, 0.883, -3.617)  0.000
H (-1.479, 0.924, -5.590)  0.000
H (1.012, 0.668, -5.247)  0.000
H (1.858, 0.418, -2.923)  0.000
S (2.400, 7.910, 1.899)  0.078
C (2.169, 6.275, 1.661)  0.031
S (2.967, 5.053, 2.553)  -0.024
C (2.254, 3.614, 1.817)  0.109
C (1.327, 3.905, 0.797)  0.128
S (0.448, 2.869, -0.161)  0.298
S (1.094, 5.628, 0.495)  -0.019
S (2.736, 2.129, 2.385)  0.344
C (3.391, -2.257, -3.796)  0.000
C (2.850, -3.588, -3.296)  0.000
C (1.725, -3.424, -2.286)  0.000
N (2.256, -3.078, -0.983)  0.000
C (1.424, -2.830, 0.042)  0.000
S (-0.213, -2.955, -0.049)  0.000
N (2.017, -2.382, 1.221)  0.000
C (3.328, -2.405, 1.624)  0.000
O (3.760, -1.666, 2.488)  0.000
C (4.225, -3.489, 1.075)  0.000
C (5.552, -3.172, 0.803)  0.000
C (6.420, -4.157, 0.356)  0.000
C (5.970, -5.463, 0.211)  0.000
C (4.652, -5.787, 0.511)  0.000
C (3.777, -4.799, 0.934)  0.000
H (4.186, -2.398, -4.528)  0.000
H (3.794, -1.656, -2.982)  0.000
H (2.597, -1.671, -4.261)  0.000
H (3.653, -4.180, -2.845)  0.000
H (2.468, -4.172, -4.137)  0.000
H (1.151, -4.349, -2.185)  0.000
H (1.017, -2.651, -2.610)  0.000
H (3.131, -2.574, -0.980)  0.000
H (1.428, -1.700, 1.718)  0.000
H (5.886, -2.154, 0.948)  0.000
H (7.447, -3.904, 0.126)  0.000
H (6.650, -6.233, -0.133)  0.000
H (4.303, -6.806, 0.407)  0.000
H (2.744, -5.038, 1.151)  0.000
C (4.762, 0.057, -0.929)  0.002
C (3.389, 0.734, -0.827)  0.004
O (3.325, 1.932, -1.075)  0.010
O (2.431, -0.051, -0.521)  0.002
H (5.522, 0.728, -0.535)  0.000
H (4.992, -0.116, -1.983)  0.000
H (4.805, -0.898, -0.403)  0.000

## Properties
Strongest force on any atom, eV/Å: 1.01
Highest occupied orbital energy (alpha / beta), eV: -0.90 / -0.90
Gap between HOMO and LUMO (alpha / beta), hartree: 0.177 / 0.177
Total charge: -2
Energy relative to the best compared isomer or geometry (same formula, charge and spin), kJ/mol: 0.0
⟨S²⟩: 0.78
Spin multiplicity: 2
E_LUMO (alpha / beta), eV: 3.924 / 3.923
E_tot, eV: -150841.5427

This record from OMol25 describes a 5-piece molecular cluster, C17H33BBr8F3O3 overall. The level of theory is ωB97M-V/def2-TZVPD.

Each line ends with the Mulliken charge.
Cartesian coordinates (Å):
C (-1.364, 2.296, 3.662)  -1.302
C (-2.369, 2.287, 2.505)  -0.211
C (-1.779, 2.690, 1.143)  -0.963
C (-1.764, 1.599, 0.067)  0.817
C (-1.129, 2.185, -1.197)  -1.538
C (-0.955, 0.382, 0.547)  0.161
C (-1.669, -0.827, 1.135)  -0.029
O (-0.578, -1.684, 1.422)  -0.743
B (0.330, -1.483, 0.233)  1.727
C (1.876, -1.360, 0.689)  -0.015
O (2.202, -0.103, 1.421)  -0.256
C (2.901, 0.787, 0.787)  0.966
F (2.789, 1.992, 1.399)  -0.309
F (4.262, 0.514, 0.791)  -0.320
F (2.598, 0.964, -0.511)  -0.215
O (-0.186, -0.246, -0.452)  -1.200
H (-0.630, 3.095, 3.538)  0.306
H (-1.861, 2.461, 4.621)  0.368
H (-0.823, 1.350, 3.722)  0.282
H (-3.213, 2.935, 2.759)  0.471
H (-2.776, 1.278, 2.425)  0.005
H (-2.295, 3.573, 0.753)  0.398
H (-0.732, 2.986, 1.285)  0.351
H (-2.791, 1.314, -0.192)  -0.045
H (-0.069, 2.390, -1.035)  0.227
H (-1.618, 3.130, -1.458)  0.486
H (-1.231, 1.513, -2.047)  0.109
H (-0.290, 0.729, 1.361)  -0.042
H (-2.306, -0.655, 2.005)  0.286
H (-2.206, -1.315, 0.308)  0.012
H (0.268, -2.475, -0.528)  -0.464
H (2.583, -1.463, -0.129)  -0.353
H (2.097, -2.155, 1.408)  0.143
Br (1.936, -3.222, -3.229)  -0.112
C (3.764, -3.049, -3.850)  -0.639
C (4.756, -3.430, -2.780)  -0.586
Br (4.852, -2.081, -1.389)  -0.107
H (3.892, -2.016, -4.158)  0.371
H (3.873, -3.705, -4.712)  0.365
H (5.755, -3.511, -3.203)  0.325
H (4.489, -4.359, -2.286)  0.347
Br (-3.358, -0.857, -2.143)  -0.149
C (-1.618, -1.488, -2.741)  -0.043
C (-1.673, -2.147, -4.090)  -0.643
Br (-2.472, -3.924, -4.031)  -0.212
H (-1.252, -2.140, -1.951)  0.084
H (-0.982, -0.607, -2.768)  0.111
H (-0.664, -2.294, -4.471)  0.364
H (-2.260, -1.578, -4.804)  0.432
Br (-5.812, -0.179, 0.505)  -0.111
C (-6.827, -1.371, -0.638)  -0.635
C (-7.913, -2.099, 0.110)  -0.590
Br (-7.215, -3.513, 1.244)  -0.140
H (-6.106, -2.049, -1.087)  0.372
H (-7.266, -0.744, -1.411)  0.367
H (-8.589, -2.586, -0.589)  0.356
H (-8.473, -1.432, 0.759)  0.360
Br (6.634, 5.448, 2.818)  -0.163
C (6.568, 3.663, 2.043)  -0.522
C (6.232, 2.607, 3.059)  -0.425
Br (7.731, 2.217, 4.239)  -0.150
H (7.535, 3.494, 1.582)  0.413
H (5.793, 3.697, 1.280)  0.305
H (5.993, 1.674, 2.555)  0.142
H (5.403, 2.898, 3.695)  0.404

## Properties
Strongest force on any atom, eV/Å: 0.80
Highest occupied orbital energy, eV: -4.72
Gap between HOMO and LUMO, hartree: 0.253
Total charge: -1
E_LUMO, eV: 2.156
E_tot, eV: -593479.8313

This record from OMol25 describes C5H11NO3 as an isolated structure. The level of theory is ωB97M-V/def2-TZVPD.

Each line ends with the Mulliken charge.
Cartesian coordinates (Å):
C (2.507, -0.036, 0.000)  0.081
C (-0.468, 0.315, 0.132)  0.062
C (-0.742, 1.700, -0.388)  -1.261
C (-1.758, -1.750, 1.173)  -1.221
C (-1.812, -0.653, 0.140)  0.782
N (2.416, 0.825, -1.028)  -0.280
O (-0.202, -0.654, -0.873)  -0.645
O (2.072, -1.207, -0.086)  -0.598
O (-2.839, -0.278, -0.371)  -0.617
H (0.759, -1.158, -0.586)  0.480
H (3.188, 0.268, 0.799)  0.383
H (0.023, 0.206, 1.097)  0.439
H (2.856, 1.729, -1.000)  0.226
H (1.699, 0.620, -1.718)  0.285
H (-1.400, 1.675, -1.255)  0.327
H (0.165, 2.207, -0.718)  0.267
H (-1.229, 2.291, 0.383)  0.333
H (-1.774, -1.340, 2.181)  0.293
H (-2.610, -2.415, 1.052)  0.353
H (-0.852, -2.344, 1.065)  0.311

## Properties
Strongest force on any atom, eV/Å: 4.90
Highest occupied orbital energy, eV: -7.97
Gap between HOMO and LUMO, hartree: 0.311
Energy relative to the best compared isomer or geometry (same formula, charge and spin), kJ/mol: 250.2
E_LUMO, eV: 0.491
E_tot, eV: -12994.2587